{"formula": "CH6BrN2O2Ti", "method": "ωB97M-V/def2-TZVPD", "species": ["Ti", "Br", "C", "O", "N", "N", "H", "H", "H", "H", "O", "H", "H"], "positions_angstrom": [[1.975, 3.490, 7.340], [2.316, 2.175, 5.422], [2.246, 1.146, 9.456], [2.445, 2.297, 9.027], [1.164, 0.580, 8.784], [3.208, 0.531, 10.126], [0.996, -0.410, 9.260], [0.320, 1.135, 8.867], [3.197, -0.326, 10.628], [4.070, 0.892, 10.123], [-1.539, 1.417, 9.380], [-1.836, 0.616, 8.975], [-1.759, 1.228, 10.377]], "e_tot_ha": -3723.7925, "total_charge": 3, "homo_energy_ev": -22.044, "orbital_gap_ev": 3.65}



{"formula": "C32H27IMgN2O2Si", "method": "ωB97M-V/def2-TZVPD", "species": ["Mg", "C", "C", "N", "C", "C", "C", "O", "C", "C", "N", "C", "C", "C", "C", "C", "C", "I", "C", "O", "H", "H", "H", "H", "H", "H", "H", "H", "H", "H", "H", "H", "C", "C", "C", "C", "C", "C", "Si", "C", "C", "C", "C", "C", "C", "C", "C", "C", "C", "C", "C", "H", "H", "H", "H", "H", "H", "H", "H", "H", "H", "H", "H", "H", "H", "H"], "positions_angstrom": [[-1.061, 1.209, -0.365], [-1.711, 2.487, 3.853], [-0.324, 2.570, 3.301], [0.688, 2.680, 4.124], [1.941, 2.746, 3.624], [2.228, 2.735, 2.286], [3.660, 2.855, 1.844], [4.029, 4.201, 1.551], [1.149, 2.619, 1.373], [1.421, 2.746, -0.048], [0.645, 2.323, -0.986], [1.030, 2.519, -2.339], [2.348, 2.376, -2.764], [2.676, 2.532, -4.100], [1.692, 2.818, -5.034], [0.370, 2.940, -4.631], [0.048, 2.786, -3.291], [-1.946, 2.974, -2.709], [-0.162, 2.513, 1.873], [-1.223, 2.399, 1.128], [-1.673, 2.565, 4.937], [-2.338, 3.279, 3.442], [-2.177, 1.542, 3.568], [2.745, 2.788, 4.352], [4.313, 2.421, 2.608], [3.848, 2.303, 0.923], [3.740, 4.753, 2.286], [2.337, 3.273, -0.319], [3.112, 2.109, -2.046], [3.705, 2.413, -4.413], [1.944, 2.931, -6.080], [-0.405, 3.150, -5.354], [2.053, -3.454, -2.973], [1.935, -2.074, -2.997], [0.976, -1.449, -2.206], [0.120, -2.176, -1.378], [0.257, -3.569, -1.377], [1.210, -4.203, -2.160], [-1.178, -1.326, -0.294], [-2.821, -2.202, -0.621], [-3.274, -3.268, 0.159], [-4.462, -3.926, -0.137], [-5.224, -3.529, -1.225], [-4.795, -2.471, -2.015], [-3.610, -1.817, -1.709], [-0.694, -1.700, 1.501], [0.587, -2.134, 1.852], [0.969, -2.261, 3.183], [0.074, -1.955, 4.197], [-1.206, -1.523, 3.873], [-1.578, -1.395, 2.544], [2.796, -3.948, -3.587], [2.583, -1.482, -3.632], [0.896, -0.366, -2.245], [-0.396, -4.170, -0.753], [1.295, -5.282, -2.141], [-2.692, -3.591, 1.016], [-4.791, -4.749, 0.484], [-6.151, -4.039, -1.457], [-5.385, -2.154, -2.866], [-3.290, -0.989, -2.336], [1.302, -2.378, 1.074], [1.968, -2.600, 3.427], [0.371, -2.048, 5.234], [-1.911, -1.280, 4.659], [-2.582, -1.047, 2.313]], "e_tot_ha": -2282.9685, "total_charge": 0, "homo_energy_ev": -7.618, "orbital_gap_ev": 7.00}



{"formula": "C8H6O2", "method": "ωB97M-V/def2-TZVPD", "species": ["O", "C", "C", "C", "C", "C", "O", "C", "C", "C", "H", "H", "H", "H", "H", "H"], "positions_angstrom": [[2.678, -0.533, 0.026], [1.617, 0.184, 0.034], [1.090, 1.443, -0.628], [-0.157, 1.586, -0.188], [-0.725, 0.577, 0.816], [-1.730, -0.258, 0.052], [-2.868, 0.170, -0.021], [-1.003, -1.480, -0.705], [0.203, -1.582, -0.100], [0.523, -0.446, 0.898], [1.669, 2.176, -1.218], [-0.915, 2.294, -0.647], [-1.156, 0.755, 1.842], [-1.300, -1.951, -1.611], [1.203, -2.148, -0.353], [0.871, -0.788, 1.804]], "e_tot_ha": -458.8278, "total_charge": 0, "homo_energy_ev": -9.647, "smiles": "O=C1C=C[C@H]2C(=O)C=C[C@@H]12", "orbital_gap_ev": 9.14, "de_lowest_kj_mol": 274.8}



{"formula": "C4H15NO3", "method": "ωB97M-V/def2-TZVPD", "species": ["C", "C", "C", "C", "N", "H", "H", "H", "H", "H", "H", "H", "H", "H", "O", "H", "H", "O", "H", "H", "O", "H", "H"], "positions_angstrom": [[-2.310, -1.137, -1.769], [-0.822, -1.435, -1.605], [0.074, -0.245, -1.387], [0.348, 0.622, -2.353], [1.231, 1.717, -2.224], [-2.761, -0.706, -0.866], [-2.887, -2.011, -2.015], [-2.455, -0.338, -2.499], [-0.641, -2.384, -1.109], [-0.509, -1.788, -2.586], [0.558, -0.106, -0.422], [-0.103, 0.576, -3.334], [1.063, 2.408, -2.940], [1.156, 2.185, -1.334], [-1.681, -3.729, 0.653], [-1.779, -2.881, 0.214], [-0.774, -3.920, 0.905], [4.149, -1.015, 4.702], [5.025, -0.746, 5.022], [4.300, -1.944, 4.483], [-0.013, 5.504, 3.370], [-0.292, 6.283, 3.868], [-0.876, 5.089, 3.227]], "e_tot_ha": -441.8257, "total_charge": 0, "homo_energy_ev": -8.256, "smiles": "CC/C=C/N.O.O.O", "orbital_gap_ev": 9.12, "de_lowest_kj_mol": 147.5}



{"formula": "C4H8O2", "method": "ωB97M-V/def2-TZVPD", "species": ["C", "O", "C", "C", "C", "O", "H", "H", "H", "H", "H", "H", "H", "H"], "positions_angstrom": [[1.959, 0.050, -0.323], [0.796, -0.753, -0.233], [-0.436, -0.076, -0.284], [-1.565, -0.997, 0.151], [-0.454, 1.196, 0.549], [-1.277, 2.062, 0.370], [2.741, -0.554, -0.793], [1.800, 0.954, -0.931], [2.319, 0.358, 0.670], [-0.726, 0.258, -1.294], [-1.758, -1.783, -0.583], [-1.368, -1.476, 1.117], [-2.447, -0.353, 0.162], [0.333, 1.297, 1.325]], "e_tot_ha": -307.6485, "total_charge": 0, "homo_energy_ev": -9.687, "smiles": "CO[C@@H](C)C=O", "orbital_gap_ev": 10.54, "de_lowest_kj_mol": 167.9}



{"formula": "C5H12N3S", "method": "ωB97M-V/def2-TZVPD", "species": ["C", "C", "C", "C", "C", "N", "N", "N", "S", "H", "H", "H", "H", "H", "H", "H", "H", "H", "H", "H", "H"], "positions_angstrom": [[1.173, -0.385, -0.013], [2.240, 0.451, 0.107], [0.085, 1.639, 0.031], [1.147, -1.932, 0.030], [3.642, -0.089, 0.355], [-0.068, 0.345, -0.096], [-1.299, -0.276, -0.087], [-3.497, 1.642, 0.078], [1.758, 2.106, 0.148], [-0.773, 2.304, 0.025], [2.022, -2.410, 0.479], [0.903, -2.427, -0.851], [0.322, -2.152, 0.704], [3.498, -0.928, 0.945], [4.312, 0.737, 0.727], [4.272, -0.428, -0.418], [-1.524, -0.735, -1.057], [-2.012, 0.526, 0.040], [-4.097, 1.169, -0.579], [-3.695, 2.654, 0.060], [-3.780, 1.401, 0.925]], "e_tot_ha": -759.8871, "total_charge": 1, "homo_energy_ev": -13.514, "orbital_gap_ev": 9.89, "de_lowest_kj_mol": 122.7}



{"formula": "C21H36BaN2S8", "method": "ωB97M-V/def2-TZVPD", "species": ["Ba", "C", "C", "S", "C", "C", "S", "C", "C", "S", "C", "C", "S", "H", "H", "H", "H", "H", "H", "H", "H", "H", "H", "H", "H", "H", "H", "H", "H", "C", "C", "S", "C", "C", "S", "C", "C", "S", "H", "H", "H", "H", "H", "H", "H", "H", "H", "H", "H", "H", "N", "C", "S", "N", "C", "C", "C", "C", "C", "C", "H", "H", "H", "H", "H", "H", "H", "H"], "positions_angstrom": [[-0.471, -0.555, 0.513], [2.273, 2.674, -0.295], [3.071, 1.524, -0.887], [2.090, 0.250, -1.719], [1.719, 1.071, -3.284], [0.446, 0.527, -3.920], [-1.050, 0.672, -2.923], [-1.255, 2.464, -2.935], [-2.353, 2.892, -1.976], [-1.999, 2.586, -0.229], [-0.761, 3.871, 0.090], [0.116, 3.547, 1.288], [1.240, 2.142, 1.101], [1.633, 3.128, -1.051], [2.961, 3.435, 0.075], [3.641, 0.998, -0.126], [3.784, 1.919, -1.610], [2.553, 0.887, -3.958], [1.656, 2.145, -3.112], [0.543, -0.538, -4.133], [0.269, 1.031, -4.870], [-1.530, 2.759, -3.947], [-0.307, 2.939, -2.685], [-3.278, 2.348, -2.177], [-2.563, 3.954, -2.095], [-1.286, 4.804, 0.295], [-0.172, 4.022, -0.812], [-0.499, 3.281, 2.150], [0.709, 4.417, 1.563], [0.804, -3.707, 3.474], [0.442, -2.441, 4.254], [0.878, -0.824, 3.587], [2.673, -0.739, 3.665], [3.446, -1.646, 2.711], [2.928, -1.393, 0.997], [2.949, -3.051, 0.286], [2.159, -4.142, 1.014], [0.521, -3.713, 1.673], [0.201, -4.521, 3.872], [1.843, -3.982, 3.629], [0.871, -2.519, 5.254], [-0.639, -2.368, 4.380], [2.980, -0.922, 4.696], [2.886, 0.307, 3.441], [3.320, -2.696, 2.963], [4.507, -1.414, 2.780], [3.981, -3.379, 0.178], [2.559, -2.892, -0.720], [2.726, -4.563, 1.840], [1.992, -4.957, 0.311], [-2.909, 2.483, 3.641], [-3.336, 1.534, 2.778], [-2.548, 0.021, 2.768], [-4.343, 1.884, 1.991], [-4.999, 1.173, 0.933], [-5.527, 1.967, -0.078], [-6.218, 1.383, -1.128], [-6.379, 0.004, -1.172], [-5.853, -0.779, -0.153], [-5.162, -0.203, 0.908], [-2.287, 2.173, 4.368], [-3.483, 3.287, 3.849], [-4.658, 2.838, 2.079], [-5.404, 3.046, -0.040], [-6.638, 2.010, -1.907], [-6.930, -0.454, -1.984], [-5.997, -1.854, -0.165], [-4.789, -0.820, 1.711]], "e_tot_ha": -4141.9626, "total_charge": 2, "homo_energy_ev": -13.530, "orbital_gap_ev": 8.66, "de_lowest_kj_mol": 0.0}



{"formula": "C23H34F6N3O4PtSbSi", "method": "ωB97M-V/def2-TZVPD", "species": ["Pt", "C", "N", "C", "C", "O", "C", "O", "C", "C", "O", "N", "C", "C", "H", "H", "H", "H", "H", "H", "H", "H", "H", "H", "H", "H", "H", "H", "H", "H", "C", "Si", "C", "C", "N", "C", "C", "C", "C", "C", "C", "O", "C", "C", "C", "C", "C", "C", "H", "H", "H", "H", "H", "H", "H", "H", "H", "H", "H", "H", "H", "H", "H", "H", "H", "H", "F", "Sb", "F", "F", "F", "F", "F"], "positions_angstrom": [[-0.311, -0.240, -0.523], [0.520, 3.715, -4.180], [0.934, 2.458, -3.532], [1.931, 1.644, -4.239], [0.388, 2.071, -2.421], [0.720, 0.968, -1.857], [-0.605, 2.983, -1.711], [-0.915, 2.266, -0.549], [-1.251, 2.874, 0.650], [-0.910, 1.807, 1.677], [-0.422, 0.669, 1.308], [-1.100, 2.035, 2.945], [-0.836, 1.029, 3.978], [-1.627, 3.312, 3.457], [1.158, 3.870, -5.044], [0.644, 4.562, -3.507], [-0.512, 3.643, -4.520], [1.500, 1.289, -5.173], [2.218, 0.801, -3.622], [2.795, 2.271, -4.447], [-1.485, 3.204, -2.319], [-0.093, 3.921, -1.467], [-2.307, 3.157, 0.713], [-0.637, 3.762, 0.841], [-0.724, 0.049, 3.528], [-1.678, 1.021, 4.667], [0.066, 1.301, 4.526], [-1.511, 4.112, 2.735], [-1.069, 3.574, 4.353], [-2.680, 3.194, 3.712], [-3.318, -3.415, 2.011], [-2.604, -2.723, 0.429], [-3.733, -1.322, -0.009], [-2.052, -4.184, -0.567], [-0.850, -1.851, 0.632], [0.068, -2.292, 1.426], [-0.174, -3.313, 2.451], [0.806, -3.705, 3.279], [2.131, -3.170, 3.143], [2.472, -2.225, 2.204], [1.487, -1.792, 1.330], [1.719, -1.019, 0.304], [2.943, -0.239, 0.197], [3.717, -0.485, -0.913], [4.880, 0.264, -1.042], [5.208, 1.217, -0.085], [4.381, 1.440, 1.010], [3.215, 0.702, 1.167], [-4.363, -3.590, 1.725], [-3.345, -2.728, 2.859], [-2.920, -4.376, 2.337], [-4.400, -1.596, -0.827], [-3.256, -0.392, -0.308], [-4.340, -1.135, 0.878], [-2.962, -4.712, -0.867], [-1.496, -4.833, 0.116], [-1.461, -4.003, -1.458], [-1.170, -3.706, 2.545], [0.617, -4.439, 4.051], [2.907, -3.547, 3.801], [3.489, -1.876, 2.104], [3.436, -1.239, -1.637], [5.534, 0.092, -1.885], [6.119, 1.790, -0.191], [4.645, 2.186, 1.748], [2.552, 0.860, 2.008], [-0.314, -1.381, -2.201], [-1.821, -0.869, -3.598], [-0.714, 0.505, -4.203], [-1.011, -2.077, -4.728], [-2.806, -2.191, -2.732], [-3.310, -0.220, -4.464], [-2.111, 0.260, -2.016]], "e_tot_ha": -2609.3775, "total_charge": 3, "homo_energy_ev": [-17.718, -17.787], "multiplicity": 2, "orbital_gap_ev": [5.66, 5.74], "de_lowest_kj_mol": 102.0}



{"formula": "C3H3NO2", "method": "ωB97M-V/def2-TZVPD", "species": ["O", "C", "C", "O", "C", "N", "H", "H", "H"], "positions_angstrom": [[0.829, -1.204, -1.151], [-0.409, -0.676, -0.977], [0.015, 0.805, 1.208], [1.169, 0.502, 1.366], [-0.575, 0.617, -0.710], [-0.421, 1.587, 0.063], [1.442, -0.736, -0.555], [-1.243, -1.350, -1.112], [-0.817, 0.441, 1.832]], "e_tot_ha": -321.2495, "total_charge": 0, "homo_energy_ev": -9.212, "orbital_gap_ev": 9.58, "de_lowest_kj_mol": 336.4}



{"formula": "C35H29F15GePdS", "method": "ωB97M-V/def2-TZVPD", "species": ["Pd", "C", "C", "C", "C", "C", "C", "C", "C", "C", "C", "C", "C", "C", "C", "C", "C", "C", "H", "H", "H", "H", "H", "H", "H", "H", "H", "H", "H", "H", "H", "H", "H", "H", "H", "H", "H", "H", "H", "H", "H", "H", "H", "H", "H", "H", "H", "F", "C", "C", "C", "F", "C", "F", "C", "F", "C", "F", "Ge", "S", "C", "C", "F", "C", "F", "C", "F", "C", "F", "C", "F", "C", "C", "F", "C", "F", "C", "F", "C", "F", "C", "F"], "positions_angstrom": [[0.868, 0.299, -0.952], [0.904, -0.668, -2.998], [0.619, 0.721, -3.179], [-0.678, 0.960, -2.567], [-1.099, -0.291, -2.018], [-0.143, -1.304, -2.293], [-0.220, -2.776, -1.968], [-0.566, -3.528, -3.262], [1.128, -3.268, -1.433], [-1.299, -3.042, -0.920], [-1.566, 2.203, -2.463], [-1.738, 2.893, -3.822], [-2.978, 1.797, -2.014], [-1.037, 3.187, -1.410], [1.596, 1.599, -3.963], [1.765, 3.008, -3.389], [1.143, 1.659, -5.431], [2.998, 0.968, -3.948], [1.798, -1.164, -3.337], [-2.021, -0.448, -1.486], [0.198, -3.365, -4.024], [-1.524, -3.195, -3.664], [-0.629, -4.600, -3.066], [1.928, -3.126, -2.162], [1.069, -4.335, -1.210], [1.401, -2.739, -0.519], [-2.290, -2.756, -1.280], [-1.082, -2.489, -0.005], [-1.329, -4.106, -0.678], [-2.102, 2.188, -4.572], [-0.824, 3.343, -4.195], [-2.477, 3.690, -3.726], [-3.423, 1.063, -2.688], [-3.615, 2.682, -2.014], [-2.984, 1.396, -1.002], [-0.033, 3.541, -1.626], [-1.017, 2.712, -0.430], [-1.700, 4.055, -1.356], [0.865, 3.610, -3.450], [2.541, 3.529, -3.952], [2.079, 2.966, -2.343], [0.164, 2.117, -5.546], [1.096, 0.654, -5.854], [1.862, 2.238, -6.014], [3.351, 0.796, -2.928], [3.697, 1.649, -4.435], [3.035, 0.026, -4.495], [-2.209, 1.123, 4.128], [-1.115, 1.837, 4.435], [0.140, 1.442, 4.010], [1.201, 2.239, 4.407], [2.447, 1.889, 4.067], [1.043, 3.375, 5.175], [2.094, 4.106, 5.543], [-0.231, 3.747, 5.570], [-0.409, 4.838, 6.305], [-1.318, 2.974, 5.202], [-2.544, 3.325, 5.586], [0.550, -0.100, 2.858], [1.738, 0.566, 1.169], [1.661, -1.372, 3.864], [2.101, -1.215, 5.166], [1.703, -0.173, 5.909], [2.956, -2.119, 5.776], [3.358, -1.934, 7.033], [3.387, -3.228, 5.071], [4.204, -4.106, 5.642], [2.956, -3.427, 3.770], [3.351, -4.507, 3.096], [2.108, -2.500, 3.197], [1.687, -2.736, 1.946], [-1.140, -0.995, 2.388], [-1.515, -2.267, 2.786], [-0.726, -3.004, 3.577], [-2.712, -2.848, 2.397], [-3.026, -4.082, 2.785], [-3.581, -2.137, 1.591], [-4.726, -2.682, 1.198], [-3.250, -0.853, 1.192], [-4.091, -0.162, 0.419], [-2.048, -0.312, 1.598], [-1.778, 0.949, 1.228]], "e_tot_ha": -5452.0253, "total_charge": 0, "homo_energy_ev": [-7.900, -8.745], "multiplicity": 3, "orbital_gap_ev": [8.17, 7.12], "de_lowest_kj_mol": 0.0}



{"formula": "C6H10F2NO4S", "method": "ωB97M-V/def2-TZVPD", "species": ["C", "C", "N", "C", "O", "C", "C", "O", "S", "O", "O", "C", "F", "F", "H", "H", "H", "H", "H", "H", "H", "H", "H", "H"], "positions_angstrom": [[-0.679, -2.434, -1.161], [-0.205, -2.403, 0.345], [-0.707, -1.135, 0.979], [-0.009, -0.109, 0.801], [-0.527, 1.067, 1.372], [0.140, 2.352, 1.264], [-0.442, 3.158, 0.095], [1.109, -0.049, 0.080], [2.666, -0.315, 0.681], [2.778, -1.720, 0.913], [2.671, 0.437, 1.934], [3.576, 0.362, -0.700], [4.926, 0.117, -0.332], [3.303, -0.615, -1.640], [-0.294, -3.414, -1.743], [-1.812, -2.464, -1.403], [-0.062, -1.748, -1.641], [0.922, -2.691, 0.593], [-0.779, -3.051, 0.994], [0.118, 2.895, 2.237], [1.196, 2.169, 0.992], [-0.442, 4.281, 0.320], [0.066, 2.927, -0.925], [-1.479, 2.962, -0.218]], "e_tot_ha": -1188.1804, "total_charge": -1, "homo_energy_ev": -4.331, "smiles": "CC/N=C(/OCC)O[S@](=O)([O-])=C(F)F", "orbital_gap_ev": 7.85, "de_lowest_kj_mol": 265.2}



{"formula": "Br3ClHNP2", "method": "ωB97M-V/def2-TZVPD", "species": ["N", "P", "P", "Cl", "Br", "Br", "Br", "H"], "positions_angstrom": [[0.361, -0.610, -0.126], [1.505, -0.198, 1.084], [-0.991, 0.432, -0.382], [0.428, 0.226, 2.667], [-2.465, -1.080, 0.052], [-1.342, 0.321, -2.572], [1.747, 1.956, 0.231], [0.757, -1.047, -0.955]], "e_tot_ha": -8920.4072, "total_charge": 0, "homo_energy_ev": -9.576, "orbital_gap_ev": 9.29, "de_lowest_kj_mol": 15.5}